[1]
DFT (ωB97M-V with the def2-TZVPD basis set) results for a single C2H2Cl2 molecule.

XYZ file:
```
6
Properties=species:S:1:pos:R:3:forces:R:3:mulliken_charge:R:1
Cl -0.1790 1.4854 -0.1750 0.6 0.7 -0.2 -0.140
Cl -0.8782 -1.2334 -0.0899 1.4 0.4 0.2 -0.180
C 1.7812 -0.4515 0.4340 -4.5 1.3 -0.4 -0.640
C 0.4827 -0.0580 0.0621 2.3 -1.9 1.1 0.394
H 2.5911 0.2115 0.6923 -0.2 0.3 -0.4 0.311
H 1.7984 -1.4392 0.8355 0.4 -0.7 -0.3 0.255
```
Forces are in eV/Å.

- Frontier orbital gap: 0.3799 Ha
- Structure (SMILES): C=C(Cl)Cl
- Highest occupied orbital energy: -9.70 eV
- Energy above the lowest of the compared OMol25 structures with the same formula, charge and spin: 12.7 kcal/mol


[2]
DFT (ωB97M-V with the def2-TZVPD basis set) results for a molecular structure, C11H13NO5PtSe4.

XYZ file:
```
35
Properties=species:S:1:pos:R:3:forces:R:3:mulliken_charge:R:1
Pt -0.4634 0.7943 0.3628 -1.7 -1.6 0.5 2.817
Se -0.6209 2.8148 -1.0267 0.4 0.6 0.6 -0.161
Se -2.1018 1.7970 2.0742 1.0 0.3 -0.5 -0.045
Se -2.8925 3.0585 -1.2329 0.3 0.3 -0.9 -0.150
Se -3.8000 2.5043 0.7966 -0.6 -0.5 0.7 -0.032
O 1.4406 -0.0056 -1.1381 0.0 0.2 0.1 -0.351
O -3.2552 -1.8675 -0.9292 0.0 0.2 0.1 -0.655
O -2.1648 0.0561 -0.5582 0.6 0.4 -0.7 -0.598
O 2.2946 -0.5828 3.0133 -0.1 0.1 0.0 -0.633
O 0.9373 0.8476 1.9334 0.3 0.6 -0.6 -0.819
N -0.5696 -1.0518 1.1163 0.2 -0.3 0.8 -0.665
C 0.2900 -1.4085 2.0593 0.1 -0.1 0.1 0.396
C 0.1702 -2.6320 2.6881 0.0 0.0 -0.1 -0.667
C 2.4432 0.9996 -1.3948 0.0 0.1 0.0 -0.510
C 1.1265 -0.6695 -2.3713 -0.1 0.0 0.0 -0.506
C 1.2988 -0.3284 2.3790 0.0 0.0 0.0 0.258
C -1.7499 -3.0692 1.3015 0.0 -0.1 -0.1 -0.858
C 0.3795 -1.9544 -2.1210 0.0 0.0 0.1 -0.890
C -1.5652 -1.8306 0.7219 -0.1 -0.1 0.0 0.660
C -0.8723 -3.4697 2.3032 0.1 0.1 0.0 -0.369
C -2.4194 -1.2114 -0.3542 -0.2 -0.2 0.2 0.045
C 2.9224 1.6714 -0.1342 -0.1 0.0 0.1 -1.069
H 2.0323 1.7308 -2.1013 0.0 0.0 0.0 0.382
H 0.8828 -2.8891 3.4588 0.0 0.0 0.0 0.552
H 2.1321 2.2253 0.3682 0.0 0.1 0.0 0.212
H 0.5461 0.0092 -3.0054 0.0 0.0 0.0 0.304
H 2.0729 -0.8809 -2.8784 0.0 0.0 0.0 0.496
H 3.3126 0.9458 0.5783 0.0 0.0 0.0 0.250
H 0.9018 -2.5661 -1.3833 0.0 0.0 0.0 0.275
H 3.7149 2.3737 -0.3968 0.0 0.0 0.0 0.419
H -0.9996 -4.4315 2.7816 0.0 0.0 0.0 0.454
H -0.6327 -1.7655 -1.7780 0.0 0.0 -0.1 0.042
H -2.5658 -3.6831 0.9468 0.0 0.0 0.1 0.562
H 3.2800 0.4968 -1.8898 0.0 0.0 0.0 0.398
H 0.3071 -2.5176 -3.0514 0.0 0.0 0.0 0.459
```
Forces are in eV/Å.

- Frontier orbital gap (spin up / spin down): 0.1913 / 0.1918 Ha
- Highest occupied orbital energy (spin up / spin down): -7.61 / -7.61 eV


[3]
DFT (ωB97M-V with the def2-TZVPD basis set) results for a molecular structure, C31H36N4STl.

XYZ file:
```
73
Properties=species:S:1:pos:R:3:forces:R:3:mulliken_charge:R:1
Tl 1.2303 -0.1988 -0.6221 0.1 0.2 1.0 0.909
S 4.5596 3.2203 -0.2255 -0.4 0.8 0.7 -0.345
N -1.4542 0.9608 -1.3917 -1.5 -2.6 -1.0 0.730
N 1.9573 2.5786 -0.3300 0.4 1.8 1.3 -0.191
N 1.5420 2.8716 -1.6174 -0.7 1.3 -0.7 0.239
N -1.9489 -1.1907 -1.4401 -0.2 1.4 0.9 0.784
C 1.7661 -0.3873 2.1018 -0.7 0.4 -0.5 -0.804
C -1.0788 -3.4791 -1.4527 -0.3 -0.3 0.2 1.249
C -1.1272 -4.7974 -0.9750 -0.2 0.3 -0.1 -1.159
C 0.4725 1.5146 2.3512 1.2 -1.4 0.8 0.460
C 3.3112 2.0219 -0.2808 -0.9 0.1 -3.7 -0.314
C -1.8409 0.4652 2.5807 -0.5 0.2 0.0 -1.743
C -2.8009 -0.5458 -2.3365 0.1 -1.0 -0.1 -0.721
C -0.0651 -3.0802 -2.4733 0.4 -0.2 -0.5 -1.407
C 2.3963 3.5858 -2.3866 0.4 1.2 -0.6 0.175
C -0.7108 2.1012 -1.0164 0.1 1.3 1.6 -1.922
C -3.7585 -1.8766 0.7276 -0.4 0.3 0.2 -1.650
C 1.9849 4.3116 -3.4875 0.8 -1.1 0.8 -1.072
C -2.4806 0.7488 -2.3437 1.2 1.1 0.9 -0.637
C 3.4376 4.5201 0.2682 1.2 -0.8 -0.2 -0.161
C -2.1052 -6.6154 0.4649 0.0 -0.1 0.1 -1.480
C 0.6340 4.1584 -3.8879 0.2 0.1 -0.4 -0.386
C 2.1148 4.3212 0.3733 3.1 -2.0 -1.3 -0.899
C -2.8810 -4.2098 0.5565 0.2 0.0 -0.4 -0.759
C -0.0699 -2.1826 2.1954 -0.2 -0.5 0.2 -1.136
C 0.4043 -0.7818 2.2570 -0.2 0.9 -0.3 1.031
C -1.1798 -0.2526 -0.7809 -0.2 0.4 -1.3 -1.032
C -2.0055 -2.5469 -0.9734 0.0 -0.3 0.7 -0.219
C 2.9064 -1.2719 1.7111 0.5 -0.3 0.6 -1.185
C -2.0402 -5.1827 0.0090 -0.1 0.4 -0.1 0.932
C -0.2648 3.4300 -3.1106 1.2 -0.2 -0.4 -0.661
C 3.0006 1.8462 2.0581 0.6 -0.4 1.7 -0.602
C -0.3799 0.3971 2.4199 1.2 -0.6 0.0 0.699
C 1.8150 1.0254 2.2595 -1.2 -0.4 0.0 0.907
C 0.0922 2.9407 2.3850 -0.1 0.4 0.0 -1.519
C 0.1683 2.8410 -1.8633 -1.4 -1.0 -1.2 1.973
C -2.8637 -2.8862 0.0864 0.1 -0.5 -0.2 0.920
H -0.9906 3.0318 2.2649 0.0 0.2 -0.1 0.440
H 0.3793 4.6505 -4.8339 -0.5 -0.2 0.5 0.352
H -2.2919 0.9184 1.6913 -0.3 0.1 -0.1 0.165
H -2.1279 1.0820 3.4408 -0.1 0.0 0.0 0.434
H 0.3352 -2.7264 1.3223 -0.1 0.0 0.2 -0.036
H -0.5525 -2.7690 -3.4076 0.2 0.1 0.2 0.277
H 3.4750 1.3572 1.1046 -0.3 1.2 2.0 -0.236
H -0.4583 -5.5480 -1.4082 -0.1 0.3 0.2 0.324
H 2.5905 2.8314 1.8282 0.9 -0.2 0.0 0.293
H -3.5833 -4.4971 1.3481 0.3 0.2 -0.2 0.267
H 3.4002 1.1285 -0.9349 0.4 1.0 0.0 0.392
H 3.5024 -1.5661 2.5823 0.1 -0.2 0.0 0.319
H 0.5581 -3.9533 -2.6974 0.0 0.2 -0.1 0.413
H 3.7643 1.9913 2.8652 -0.6 -0.5 -0.1 0.164
H -1.0143 2.4304 -0.0074 1.1 -0.4 -0.4 0.025
H 3.6102 -0.8012 1.0119 -0.1 0.2 0.1 0.321
H 0.5975 3.4437 1.5476 -0.5 0.0 0.4 0.042
H 2.8131 4.8795 -3.9608 -1.2 -0.3 -0.1 0.347
H -2.8204 1.5732 -2.9253 -0.4 0.2 -0.3 0.552
H -4.7567 -1.8957 0.2648 0.2 0.1 0.1 0.373
H 0.2461 -2.7317 3.1025 -0.2 -0.1 -0.3 0.423
H 2.5775 -2.1902 1.2098 -0.1 0.0 0.2 0.259
H 4.0811 5.3836 0.4264 -0.8 0.4 0.1 0.449
H -2.2813 -0.5226 2.7108 -0.1 0.0 0.1 0.439
H -1.3107 3.3225 -3.4305 0.6 0.1 0.4 0.230
H 0.6084 -2.2718 -2.1386 -0.4 -0.3 -0.2 0.019
H -2.1399 -7.3000 -0.3939 0.0 0.1 0.2 0.360
H 3.4149 3.6650 -1.9790 -0.7 -0.2 -0.7 0.307
H -3.8900 -2.1009 1.7986 0.1 0.1 -0.4 0.449
H -3.3603 -0.8607 0.6385 -0.1 -0.2 0.0 0.048
H 1.4602 5.1622 0.4482 -1.1 -0.3 0.0 0.330
H -3.5469 -1.0734 -2.8886 -0.2 -0.2 -0.3 0.559
H -2.9966 -6.7768 1.0807 0.2 -0.1 -0.1 0.366
H -1.2229 -6.8840 1.0626 -0.2 0.1 -0.1 0.289
H 0.3576 3.4746 3.3160 0.0 -0.1 -0.2 0.265
H -1.1648 -2.2311 2.1298 0.2 -0.1 0.0 -0.019
```
Forces are in eV/Å.

- Frontier orbital gap (spin up / spin down): 0.1417 / 0.1409 Ha
- Charge: -1
- Highest occupied orbital energy (spin up / spin down): -1.44 / -1.38 eV
- Energy above the lowest of the compared OMol25 structures with the same formula, charge and spin: 106.8 kcal/mol


[4]
DFT (ωB97M-V with the def2-TZVPD basis set) results for 3 unconnected molecules or ions with the total composition H6O3.

XYZ file:
```
9
Properties=species:S:1:pos:R:3:forces:R:3:mulliken_charge:R:1
O -0.7655 -0.0937 -1.0903 -1.5 -0.7 -1.4 -0.690
O -1.2378 -0.2753 1.7421 -1.1 0.9 -1.2 -0.618
O 1.7743 0.4126 0.0023 -1.5 0.6 1.1 -0.696
H 0.1446 0.0431 -0.8707 1.2 0.1 0.4 0.369
H -0.8101 -0.6810 -1.8792 0.1 0.7 1.0 0.314
H 2.1572 -0.4369 -0.0171 0.8 -1.6 0.1 0.333
H 2.1603 0.8928 -0.6957 0.9 1.0 -1.3 0.324
H -2.0608 0.1558 2.0118 0.1 -0.3 1.0 0.332
H -1.3622 -0.0174 0.7968 1.0 -0.8 0.3 0.332
```
Forces are in eV/Å.

- Frontier orbital gap: 0.4131 Ha
- Structure (SMILES): O.O.O
- Highest occupied orbital energy: -10.69 eV
- Energy above the lowest of the compared OMol25 structures with the same formula, charge and spin: 12.2 kcal/mol


[5]
DFT (ωB97M-V with the def2-TZVPD basis set) results for a gas-phase ion, C5H8N (charge +1).

XYZ file:
```
14
Properties=species:S:1:pos:R:3:forces:R:3:mulliken_charge:R:1
N 0.3516 -0.0066 -0.4738 -2.0 -1.8 0.2 -0.005
C 2.4319 0.0025 0.3836 -1.9 0.4 -1.3 -0.829
C -0.1328 -1.1089 -0.1395 -1.0 2.3 -1.4 -0.200
C -1.1368 -0.1681 -0.6598 -0.2 -1.5 -0.6 0.131
C 1.5418 0.6405 -0.4109 1.7 -2.9 3.0 0.191
C -2.0936 0.3913 0.3651 2.8 4.8 -1.5 -1.187
H 2.3129 -0.9302 0.9321 -0.6 0.3 -0.2 0.200
H 3.3751 0.3653 0.4338 2.8 1.3 0.2 0.332
H -1.3389 -0.3780 -1.7528 -0.5 0.8 1.5 0.379
H 0.0581 -1.9775 0.3487 0.9 -2.5 1.2 0.439
H -2.7785 -0.2341 0.7178 -3.4 -3.1 0.3 0.427
H -2.5319 1.3315 -0.1224 0.2 -1.3 1.3 0.287
H -1.6196 0.6028 1.3662 0.3 0.4 -1.3 0.339
H 1.5607 1.4695 -0.9882 0.9 2.6 -1.4 0.496
```
Forces are in eV/Å.

- Frontier orbital gap: 0.3436 Ha
- Structure (SMILES): C=C[N+]1=C[C@H]1C
- Charge: +1
- Highest occupied orbital energy: -14.84 eV
- Energy above the lowest of the compared OMol25 structures with the same formula, charge and spin: 103.6 kcal/mol


[6]
DFT (ωB97M-V with the def2-TZVPD basis set) results for a molecular structure, C24H22N3O4Pd.

XYZ file:
```
54
Properties=species:S:1:pos:R:3:forces:R:3:mulliken_charge:R:1
Pd 0.1317 -0.0380 0.2001 0.5 -0.2 -0.1 0.824
O 4.0241 1.1551 0.7983 0.0 0.1 0.0 -0.768
O -2.1918 1.7085 -0.1094 -0.1 0.1 0.0 -0.568
O -0.8946 0.4745 -1.4643 -0.2 0.1 0.1 -0.631
O -1.4575 -2.7126 2.8491 0.0 0.0 0.0 -0.769
N -1.2320 -1.3381 0.9892 0.2 0.0 0.4 0.420
N 1.1599 -0.6450 1.7358 -0.4 0.0 -0.3 -0.233
N 1.9097 0.9640 -0.1392 -0.2 0.0 0.2 0.395
C -3.5091 -0.1773 2.2714 0.0 0.0 0.0 -1.439
C 0.7915 3.5578 -0.1175 0.0 0.0 0.0 -1.090
C -1.3851 -2.9888 -1.3003 -0.1 0.0 0.0 -1.278
C -3.6555 -1.0747 1.0783 0.1 0.0 0.0 1.325
C 2.6723 3.4512 -3.4175 0.0 0.0 0.0 -0.710
C 1.2586 -1.9690 3.6564 -0.1 0.0 0.0 -0.460
C 2.5592 -1.5156 3.8466 0.0 0.0 0.0 -0.201
C 1.6415 3.0913 -1.2643 0.0 -0.1 0.0 1.237
C 0.5635 -1.5052 2.5540 0.1 0.0 0.0 0.383
C 1.8900 3.9019 -2.3653 0.0 0.0 0.0 -1.029
C -2.6253 -2.4233 -0.6686 0.1 0.0 0.1 1.331
C -4.8999 -1.3487 0.5242 0.0 0.0 0.0 -0.990
C -3.8854 -2.6734 -1.1982 0.0 0.0 0.0 -1.047
C 3.2123 2.1756 -3.3785 0.0 0.0 0.0 -0.906
C -5.0199 -2.1424 -0.6052 0.0 0.0 0.0 -0.728
C -0.8460 -1.9115 2.1429 0.0 -0.1 -0.1 -0.343
C -2.5193 -1.6286 0.4789 -0.1 0.0 -0.1 -0.343
C 2.1995 1.8074 -1.2359 0.0 0.2 -0.1 -0.127
C 2.4010 -0.2002 1.8707 0.0 0.0 0.2 0.297
C 2.8647 0.7383 0.7732 0.1 -0.1 -0.1 -0.224
C 3.1502 -0.6301 2.9519 0.0 0.0 0.0 -0.463
C 3.5503 -0.0498 -2.2351 0.0 0.0 0.0 -1.404
C 2.9807 1.3380 -2.2944 0.0 0.0 0.1 1.054
C -1.9172 1.2097 -1.1906 0.2 -0.1 -0.2 0.151
H -5.7845 -0.9174 0.9798 0.0 0.0 0.0 0.337
H 3.8181 1.8174 -4.2038 0.0 0.0 0.0 0.342
H -0.8177 -3.5834 -0.5817 0.0 0.0 0.0 0.246
H -0.7357 -2.1819 -1.6432 0.0 0.0 0.0 0.178
H 1.3635 3.5491 0.8130 0.0 0.0 0.0 0.232
H -2.5693 1.3731 -2.0680 0.0 0.0 0.0 0.384
H -2.8020 0.6223 2.0435 0.0 0.0 0.0 0.226
H 2.7691 -0.7725 -1.9904 0.0 0.0 0.0 0.187
H 3.9996 -0.3279 -3.1894 0.0 0.0 0.0 0.431
H 3.1248 -1.8632 4.7025 0.0 0.0 0.0 0.423
H -0.0709 2.9037 0.0253 0.0 0.0 0.0 0.093
H -3.1383 -0.7419 3.1290 0.0 0.0 0.0 0.271
H -1.6408 -3.6221 -2.1511 0.0 0.0 0.0 0.413
H -3.9727 -3.2903 -2.0859 0.0 0.0 0.0 0.342
H -5.9980 -2.3408 -1.0275 0.0 0.0 0.0 0.393
H 0.7775 -2.6675 4.3263 0.0 0.0 0.0 0.517
H 0.4329 4.5731 -0.2923 0.0 0.0 0.0 0.389
H 2.8551 4.0923 -4.2717 0.0 0.0 0.0 0.386
H 4.3143 -0.1156 -1.4572 0.0 0.0 0.0 0.255
H 1.4582 4.8962 -2.3966 0.0 0.0 0.0 0.348
H 4.1635 -0.2723 3.0668 0.0 0.0 0.0 0.521
H -4.4688 0.2686 2.5360 0.0 0.0 0.0 0.419
```
Forces are in eV/Å.

- Frontier orbital gap: 0.2971 Ha
- Charge: -1
- Highest occupied orbital energy: -5.43 eV
- Energy above the lowest of the compared OMol25 structures with the same formula, charge and spin: 0.0 kcal/mol


[7]
DFT (ωB97M-V with the def2-TZVPD basis set) results for a single C8H8P2 molecule.

XYZ file:
```
18
Properties=species:S:1:pos:R:3:forces:R:3:mulliken_charge:R:1
P -1.1786 -1.9742 0.2668 0.0 1.3 0.6 -0.142
P 0.3205 4.1781 -0.1918 -0.8 -0.9 -0.6 -0.053
C -0.1728 -3.3390 -0.2347 -0.2 -1.6 -0.4 -0.381
C 0.2118 -0.7574 -0.0632 0.2 0.8 -0.7 0.194
C 0.3043 0.5085 0.4248 -0.3 -1.1 -0.3 0.083
C 0.9050 -2.8746 -0.9315 -0.6 1.3 0.2 -0.331
C 0.3809 1.6160 1.1266 1.7 -2.2 1.8 -0.525
C -0.3878 2.8351 0.8453 0.9 -1.0 -1.8 0.107
C -0.8865 2.7706 -0.5691 -3.2 2.2 0.8 -0.934
C 1.1117 -1.4650 -0.9157 -0.8 -1.1 1.0 -0.619
H -0.7678 1.9372 -1.1903 1.6 -1.2 -0.7 0.349
H 1.0130 1.4462 2.0789 -1.0 0.8 -1.3 0.251
H 1.5726 -3.4327 -1.5222 0.6 -1.1 -0.5 0.411
H -0.5339 -4.4069 -0.2452 0.5 1.4 0.0 0.336
H -1.0296 3.0660 1.6406 -1.0 0.6 0.9 0.509
H -2.0343 2.8431 -0.7160 1.7 1.1 0.5 0.251
H 1.9766 -1.1335 -1.4009 1.0 1.1 -0.5 0.457
H -0.8051 -1.8176 1.5976 -0.4 -0.5 0.9 0.037
```
Forces are in eV/Å.

- Frontier orbital gap (spin up / spin down): 0.2256 / 0.2820 Ha
- Highest occupied orbital energy (spin up / spin down): -7.10 / -8.29 eV
- Energy above the lowest of the compared OMol25 structures with the same formula, charge and spin: 78.2 kcal/mol


[8]
DFT (ωB97M-V with the def2-TZVPD basis set) results for a single C4H6N2O molecule.

XYZ file:
```
13
Properties=species:S:1:pos:R:3:forces:R:3:mulliken_charge:R:1
O 2.6496 0.2823 0.3932 -0.1 0.1 0.0 -0.521
N 0.9262 -1.2760 0.0242 -0.1 0.4 0.2 -0.046
N -2.2590 0.3871 -0.2679 0.0 0.2 -0.1 -0.563
C -0.8867 0.0472 -0.0638 0.1 -0.4 0.0 0.311
C 0.2784 0.8754 0.0920 -0.2 0.1 0.0 -0.554
C -0.4900 -1.2648 -0.0878 0.6 0.3 -0.5 -0.653
C 1.3372 0.0132 0.1686 -0.4 0.2 -0.1 0.328
H -2.3958 0.9907 -1.0718 0.1 0.0 0.2 0.252
H 1.5991 -2.0130 0.2145 -0.8 -0.1 -0.2 0.236
H 2.6997 1.2397 0.5277 0.2 -0.3 0.0 0.318
H -2.7150 0.8052 0.5385 0.3 -0.1 -0.2 0.251
H -1.1065 -2.0444 -0.5349 0.5 -0.1 0.6 0.327
H 0.3629 1.9574 0.0674 -0.2 -0.2 0.2 0.314
```
Forces are in eV/Å.

- Frontier orbital gap: 0.3139 Ha
- Structure (SMILES): Nc1c[nH]c(O)c1
- Highest occupied orbital energy: -7.73 eV
- Energy above the lowest of the compared OMol25 structures with the same formula, charge and spin: 28.2 kcal/mol


no.,energy (Eh),maximum force (hartree/bohr)
1,-997.74549,0.091
2,-10582.98599,0.046
3,-1992.15635,0.077
4,-229.30570,0.042
5,-249.66010,0.112
6,-1521.07595,0.010
7,-992.12304,0.078
8,-340.75005,0.016